(1)
Density functional theory data (ωB97M-V/def2-TZVPD) for a structure of composition C40H56BFN7OS3SbSe4Ti in a non-equilibrium geometry.

Element x y z (Å)
Sb (0.324, 4.732, -2.068)
Se (1.600, 5.524, -0.144)
Se (-1.920, 5.722, -2.171)
Se (1.535, 5.240, -4.133)
Se (-0.036, 2.220, -1.956)
Ti (-0.565, 0.113, -1.722)
S (-2.927, -0.352, -1.795)
S (-0.204, -2.458, -1.869)
S (1.889, 0.175, -1.334)
F (8.402, 0.231, -1.642)
O (-0.120, -0.121, -3.688)
N (-1.423, 0.519, 0.327)
N (1.009, -1.681, 1.889)
N (-1.041, 1.415, 1.325)
N (-1.512, -2.098, 0.368)
N (0.609, -0.784, 0.864)
N (-2.347, -2.321, 1.358)
N (-1.759, 1.070, -4.678)
C (1.541, 0.205, 0.394)
C (2.990, -1.321, -1.506)
C (-2.279, 2.940, 3.660)
C (1.852, -1.159, 2.724)
C (5.268, -1.141, -0.459)
C (-4.015, -2.463, 3.471)
C (3.675, -2.475, 3.829)
C (4.430, -0.895, -1.540)
C (-2.474, -4.566, 0.622)
C (-1.487, 4.906, 2.329)
C (-0.570, 0.510, -4.679)
C (-1.155, -2.993, -0.563)
C (1.318, -3.260, 4.038)
C (-2.925, 2.200, -0.624)
C (3.405, 1.821, 0.936)
C (-1.276, -5.397, -1.385)
C (-1.276, 3.410, 2.589)
C (-3.804, 2.721, -1.720)
C (-2.530, 3.026, 0.356)
C (-2.374, 0.877, -0.670)
C (6.279, 0.198, -2.671)
C (0.153, 3.165, 3.088)
C (2.022, -1.185, 5.213)
C (-2.221, 2.057, -5.665)
C (0.889, 2.130, -5.922)
C (-1.578, 2.571, 1.344)
C (0.292, 0.701, -5.894)
C (2.460, 0.712, 1.296)
C (-1.359, 3.321, -5.715)
C (2.482, 0.120, 2.562)
C (-5.133, -4.258, 2.143)
C (-0.084, 3.140, -6.534)
C (-3.787, -3.751, 2.678)
C (6.608, -0.757, -0.482)
C (-1.659, -4.334, -0.411)
C (7.087, -0.111, -1.596)
C (2.215, -2.025, 3.941)
C (-3.163, -4.804, 3.607)
C (-2.835, -3.512, 1.505)
C (4.947, -0.196, -2.631)
B (-0.740, -0.780, 0.413)
H (1.068, -0.058, -5.843)
H (-0.305, 0.541, -6.799)
H (1.422, -3.891, 3.152)
H (-2.896, 4.044, 0.365)
H (-1.038, 5.475, 3.151)
H (6.686, 0.741, -3.515)
H (-2.286, 0.963, -3.825)
H (2.774, -1.977, -0.666)
H (3.127, 0.523, 3.337)
H (-2.981, -5.749, 3.086)
H (-5.813, -4.465, 2.975)
H (3.962, -3.075, 4.704)
H (-3.175, 3.304, -2.403)
H (1.149, 2.447, -4.911)
H (2.751, -0.375, 5.277)
H (2.136, -1.820, 6.101)
H (1.818, 2.121, -6.495)
H (1.588, -3.842, 4.931)
H (-3.834, -5.005, 4.448)
H (4.289, 0.060, -3.456)
H (0.420, 4.103, -6.594)
H (-1.090, 3.588, -4.692)
H (-2.553, 5.167, 2.272)
H (-3.242, 2.302, -5.388)
H (0.266, -2.966, 4.108)
H (0.241, 3.530, 4.121)
H (4.343, -1.614, 3.764)
H (-1.833, -6.315, -1.192)
H (-5.595, -3.505, 1.499)
H (-2.140, 3.522, 4.580)
H (7.269, -0.954, 0.353)
H (0.412, 2.106, 3.065)
H (4.188, 1.925, 1.697)
H (-2.129, 1.880, 3.886)
H (-2.210, -4.445, 4.003)
H (-0.209, -5.605, -1.318)
H (-1.946, 4.153, -6.106)
H (2.682, -1.813, -2.431)
H (-2.871, -5.565, 0.771)
H (-3.073, -2.065, 3.853)
H (-0.346, 2.812, -7.554)
H (-4.461, -1.688, 2.843)
H (-5.019, -5.177, 1.561)
H (1.023, -0.741, 5.228)
H (3.877, 1.650, -0.032)
H (-2.251, 1.580, -6.648)
H (-4.686, -2.670, 4.313)
H (-3.312, 3.081, 3.317)
H (3.813, -3.087, 2.933)
H (-1.469, -5.060, -2.402)
H (-4.544, 3.415, -1.317)
H (0.862, 3.717, 2.466)
H (4.868, -1.639, 0.418)
H (2.869, 2.772, 0.860)
H (-4.306, 1.923, -2.262)
H (-0.999, 5.231, 1.408)

As for the net charge: -2. As for the LUMO energy (spin up / spin down): 3.4 / 3.4 eV. The gap between HOMO and LUMO (spin up / spin down) is 4.089 / 4.149 eV.

=====

(2)
Density functional theory data (ωB97M-V/def2-TZVPD) for a structure of composition C40H56GeN8O2S2V in a non-equilibrium geometry.

Element x y z (Å)
Ge (-3.838, 1.768, -1.560)
V (0.566, -0.089, 1.093)
S (-0.935, 0.326, 2.959)
S (3.066, -1.202, -0.730)
O (-1.737, -2.128, -1.549)
O (-0.533, -1.249, 0.110)
N (1.517, 1.259, 2.108)
N (1.080, 1.197, -0.330)
N (1.554, 1.224, 3.507)
N (0.931, -1.952, 2.391)
N (4.094, -3.134, -2.261)
N (0.363, 0.438, 5.315)
N (1.940, -2.887, 2.008)
N (4.773, -3.099, -0.071)
C (1.933, -4.015, 4.179)
C (7.155, -3.299, -0.771)
C (-2.726, 0.927, -0.174)
C (-7.173, 2.449, 0.885)
C (1.935, 2.364, 1.516)
C (-4.327, -0.254, -5.279)
C (-1.980, -0.168, -4.774)
C (-3.761, 5.994, -1.981)
C (2.156, 2.966, -2.184)
C (4.030, -1.568, -4.202)
C (-3.576, 0.842, -3.254)
C (1.165, 2.493, 6.516)
C (-6.589, 0.725, -1.213)
C (-2.262, 0.532, -3.609)
C (-5.647, 1.685, -0.839)
C (-5.954, 2.540, 0.226)
C (2.988, -5.032, 2.166)
C (-3.016, -0.570, -5.606)
C (2.433, 3.555, 2.258)
C (0.449, 0.717, 3.973)
C (3.339, -2.689, -3.435)
C (-1.922, 3.921, -1.864)
C (1.478, 1.816, -2.610)
C (1.326, 0.994, 6.271)
C (5.900, -4.000, -0.259)
C (0.963, 0.969, -1.665)
C (-3.285, 3.630, -1.752)
C (2.312, 3.205, -0.838)
C (-2.405, 6.268, -2.095)
C (-1.659, -1.402, -0.580)
C (-4.605, 0.449, -4.112)
C (1.790, 2.298, 0.088)
C (1.815, -4.203, 2.668)
C (-7.810, 0.632, -0.553)
C (0.501, -4.909, 2.326)
C (4.034, -2.542, -1.057)
C (-4.197, 4.684, -1.812)
C (-2.862, -0.616, -0.091)
C (-1.484, 5.229, -2.036)
C (-8.105, 1.495, 0.493)
H (5.032, -1.871, -4.521)
H (7.978, -4.010, -0.880)
H (-6.369, 0.031, -2.017)
H (1.101, -1.690, 3.350)
H (1.353, 1.591, -3.662)
H (1.875, -2.990, 1.003)
H (0.161, 2.719, 6.885)
H (4.730, -2.566, 0.783)
H (-3.057, 1.368, 0.767)
H (4.115, -0.683, -3.567)
H (4.824, -3.807, -2.423)
H (5.607, -4.807, -0.932)
H (0.442, -5.875, 2.835)
H (1.320, 3.038, 5.584)
H (-1.683, 1.231, -0.285)
H (1.879, 3.660, 3.189)
H (-0.365, -4.323, 2.642)
H (2.315, 4.462, 1.666)
H (-5.228, 3.283, 0.547)
H (3.490, 3.441, 2.522)
H (-2.066, 7.288, -2.232)
H (2.952, -5.139, 1.076)
H (-1.187, 3.121, -1.813)
H (-5.137, -0.558, -5.931)
H (-9.058, 1.424, 1.004)
H (-0.956, -0.419, -5.020)
H (-0.582, 0.339, 5.637)
H (6.095, -4.466, 0.704)
H (-2.803, -1.136, -6.506)
H (3.451, -1.306, -5.093)
H (-4.483, 6.801, -2.025)
H (-5.260, 4.482, -1.728)
H (-5.634, 0.700, -3.878)
H (2.964, -6.029, 2.611)
H (2.093, -4.979, 4.668)
H (3.196, -3.562, -4.071)
H (2.837, 4.084, -0.485)
H (3.932, -4.548, 2.435)
H (0.423, -5.081, 1.248)
H (2.320, 0.790, 5.879)
H (0.430, 0.071, -1.944)
H (1.207, 0.445, 7.204)
H (-1.444, 0.833, -2.959)
H (-7.394, 3.119, 1.707)
H (1.895, 2.843, 7.250)
H (-0.423, 5.435, -2.122)
H (2.559, 3.662, -2.911)
H (2.365, -2.361, -3.086)
H (-0.001, -2.346, 2.337)
H (-3.002, -0.906, 0.953)
H (6.974, -2.828, -1.740)
H (7.463, -2.519, -0.072)
H (2.779, -3.362, 4.410)
H (1.026, -3.578, 4.605)
H (-8.530, -0.119, -0.855)
H (-3.722, -0.979, -0.652)

As for the LUMO energy (spin up / spin down): 0.4 / -0.3 eV. The gap between HOMO and LUMO (spin up / spin down) is 6.580 / 7.643 eV. Its multiplicity is 4.